# 1
An isolated molecule of C6H14N4O3 in a non-equilibrium geometry, computed with ωB97M-V with the def2-TZVPD basis set.

Cartesian coordinates (Å):
H: 1.751 1.734 -1.859
N: 1.698 2.194 -0.974
C: 0.862 2.022 -0.053
N: -0.165 1.262 0.349
C: -0.885 0.330 -0.595
C: -0.159 -1.072 -0.489
C: -0.786 -2.218 -1.356
C: -1.817 -2.859 -0.413
O: -1.700 -2.183 0.830
C: -0.459 -1.583 0.926
N: 1.202 2.835 1.315
N: 2.499 3.410 1.553
O: 0.839 2.181 2.326
O: 0.458 3.978 1.098
H: -0.386 1.085 1.365
H: -0.760 0.530 -1.684
H: -1.847 0.096 -0.185
H: 0.787 -0.970 -0.906
H: -0.030 -2.851 -1.600
H: -1.097 -1.743 -2.271
H: -2.819 -2.817 -0.678
H: -1.748 -3.847 -0.090
H: 0.113 -2.425 1.291
H: -0.338 -0.781 1.748
H: 3.043 3.755 0.816
H: 3.083 2.803 2.085
H: -0.056 4.318 1.828

energy above the lowest of the compared OMol25 structures with the same formula, charge and spin	710.7	kJ/mol
multiplicity	1
structure (SMILES)	[H]/N=C(\NC[C@@H]1CCOC1)[N@+](N)([O-])O
net charge	0
E_LUMO	0.782	eV
HOMO	-9.13	eV
Kohn-Sham gap	9.91	eV

Here are the Mulliken charges for atoms 1 to 5, given in e: 0.23 -0.67 0.54 -0.14 -1.25

# 2
An isolated molecule of C4H6N2O2 in a non-equilibrium geometry, computed with ωB97M-V with the def2-TZVPD basis set.

Cartesian coordinates (Å):
C: -0.331 -0.686 1.389
O: 0.680 -1.734 1.338
N: 1.421 -1.433 0.227
C: 1.052 -0.315 -0.218
N: 1.099 0.368 -1.525
O: 0.135 1.382 -1.444
C: -0.915 0.744 -0.665
C: 0.044 0.469 0.598
H: -1.270 -1.220 1.124
H: -0.347 -0.433 2.443
H: 0.939 -0.064 -2.365
H: -1.231 -0.318 -0.925
H: -1.766 1.597 -0.732
H: 0.489 1.644 0.753

energy above the lowest of the compared OMol25 structures with the same formula, charge and spin	665.7	kJ/mol
multiplicity	1
structure (SMILES)	C1ON=C2NOC[C@@H]12
net charge	0
E_LUMO	0.884	eV
HOMO	-8.83	eV
Kohn-Sham gap	9.71	eV

Here are the Mulliken charges for atoms 1 to 5, given in e: -0.72 -0.20 -0.44 0.44 -0.25

# 3
A cluster of 2 separate species, C4H9NO in total, computed with ωB97M-V with the def2-TZVPD basis set.

Cartesian coordinates (Å):
C: -0.302 0.900 1.037
C: 0.378 0.506 -0.249
C: 1.164 1.585 -0.953
N: 0.281 -0.692 -0.671
H: -0.941 1.777 0.880
H: 0.449 1.182 1.785
H: -0.900 0.076 1.431
H: 1.512 1.246 -1.934
H: 2.036 1.868 -0.352
H: 0.555 2.486 -1.087
H: 0.802 -0.810 -1.543
C: -1.253 -2.524 0.409
O: -1.444 -2.315 1.583
H: -1.894 -2.098 -0.384
H: -0.445 -3.189 0.048

energy above the lowest of the compared OMol25 structures with the same formula, charge and spin	176.7	kJ/mol
multiplicity	1
structure (SMILES)	CC(C)=N.C=O
net charge	0
E_LUMO	0.922	eV
HOMO	-9.45	eV
Kohn-Sham gap	10.37	eV

Here are the Mulliken charges for atoms 1 to 5, given in e: -1.01 0.78 -1.15 -0.46 0.31

# 4
An isolated molecule of BrCl3P2 in a non-equilibrium geometry, computed with ωB97M-V with the def2-TZVPD basis set.

Cartesian coordinates (Å):
Cl: -2.027 -1.295 0.133
P: -0.414 0.074 0.024
Cl: -0.620 1.025 -1.645
Cl: -0.792 1.569 1.249
P: 1.098 -1.396 0.075
Br: 2.754 0.023 0.164

energy above the lowest of the compared OMol25 structures with the same formula, charge and spin	117.8	kJ/mol
multiplicity	1
structure (SMILES)	ClP(Cl)(Cl)=PBr
net charge	0
E_LUMO	-0.476	eV
HOMO	-8.01	eV
Kohn-Sham gap	7.54	eV

Here are the Mulliken charges for atoms 1 to 5, given in e: -0.22 0.66 -0.12 -0.14 0.02

# 5
A structure of composition C25H10Br2Cl2F5N2O5S3Tl in a non-equilibrium geometry, computed with ωB97M-V with the def2-TZVPD basis set.

Cartesian coordinates (Å):
Tl: -0.185 -0.315 -0.003
C: -3.285 1.736 -0.029
C: -2.386 2.197 -1.129
C: -2.843 3.163 -2.053
C: -2.020 3.620 -3.037
C: -0.706 3.120 -3.141
C: 0.241 3.547 -4.095
Br: -0.194 4.927 -5.345
C: 1.492 2.997 -4.147
C: 1.836 1.989 -3.253
Br: 3.564 1.214 -3.368
C: 0.976 1.487 -2.261
O: 1.332 0.555 -1.470
C: -0.335 2.115 -2.211
N: -1.172 1.699 -1.237
H: -4.054 2.484 0.173
H: -2.712 1.556 0.878
H: -3.763 0.800 -0.327
H: -3.855 3.537 -1.962
H: -2.366 4.365 -3.741
H: 2.215 3.334 -4.876
F: -2.746 0.285 6.941
C: -2.146 0.586 5.776
C: -1.608 -0.405 4.979
F: -1.687 -1.678 5.391
C: -0.986 -0.094 3.783
F: -0.469 -1.110 3.102
C: -0.890 1.222 3.302
S: -0.170 1.730 1.813
C: -1.445 2.195 4.150
F: -1.401 3.486 3.797
C: -2.052 1.897 5.352
F: -2.564 2.877 6.119
Cl: 4.133 -0.707 3.059
C: 3.737 -1.806 1.776
C: 4.577 -2.884 1.523
C: 4.292 -3.761 0.508
Cl: 5.386 -5.093 0.205
C: 3.143 -3.596 -0.291
C: 2.783 -4.436 -1.367
C: 1.649 -4.173 -2.079
C: 0.840 -3.080 -1.721
N: 1.148 -2.295 -0.716
C: 2.278 -2.505 -0.012
C: 2.566 -1.544 1.037
O: 1.814 -0.551 1.258
H: 5.461 -3.018 2.132
H: 3.420 -5.276 -1.611
H: 1.354 -4.801 -2.910
H: -0.069 -2.866 -2.257
O: -2.388 -3.173 -1.802
S: -2.466 -1.765 -1.455
O: -3.755 -1.153 -1.728
O: -1.339 -0.992 -2.032
S: -2.180 -1.645 0.612

energy above the lowest of the compared OMol25 structures with the same formula, charge and spin	0.0	kJ/mol
multiplicity	1
net charge	-2
E_LUMO	3.755	eV
HOMO	-2.66	eV
Kohn-Sham gap	6.41	eV

Here are the Mulliken charges for atoms 1 to 5, given in e: 1.21 -1.26 0.92 -1.09 -1.00

# 6
A structure of composition C21H42B3ClN2O13S6 in a non-equilibrium geometry, computed with ωB97M-V with the def2-TZVPD basis set.

Cartesian coordinates (Å):
N: 1.590 -6.054 0.816
B: 0.289 -5.477 0.395
O: 0.348 -4.583 -0.725
B: -0.564 -3.579 -0.390
Cl: -0.107 -1.876 -0.087
O: -1.912 -3.958 -0.309
B: -1.958 -4.884 0.761
N: -3.239 -4.903 1.531
C: -4.036 -5.500 0.861
S: -5.008 -6.233 -0.169
O: -0.912 -5.750 1.082
H: 1.959 -6.505 -0.030
H: 2.188 -5.217 0.920
C: 5.448 -0.247 0.201
C: 4.074 0.187 0.716
C: 3.056 -0.850 0.233
S: 3.950 -2.393 0.058
O: 3.975 -2.760 -1.337
O: 3.516 -3.319 1.085
C: 5.553 -1.740 0.503
H: 6.254 0.315 0.674
H: 5.508 -0.079 -0.878
H: 4.085 0.210 1.808
H: 3.811 1.190 0.371
H: 2.248 -0.986 0.946
H: 2.650 -0.586 -0.743
H: 6.329 -2.243 -0.072
H: 5.701 -1.916 1.569
C: 3.207 5.894 1.248
C: 4.710 6.153 1.398
C: 5.393 4.793 1.581
S: 4.353 3.596 0.742
O: 3.804 2.706 1.733
O: 5.031 3.115 -0.439
C: 3.080 4.746 0.254
H: 2.675 6.781 0.903
H: 2.785 5.600 2.214
H: 5.088 6.636 0.493
H: 4.924 6.816 2.236
H: 6.388 4.777 1.139
H: 5.449 4.511 2.632
H: 2.108 4.258 0.284
H: 3.303 5.078 -0.761
C: -3.163 2.476 0.532
C: -3.328 2.429 -0.990
C: -2.039 2.980 -1.609
S: -0.732 2.636 -0.431
O: -0.225 3.892 0.076
O: 0.138 1.620 -0.969
C: -1.779 1.902 0.817
H: -3.942 1.909 1.042
H: -3.217 3.512 0.878
H: -3.476 1.394 -1.308
H: -4.197 2.999 -1.320
H: -1.805 2.494 -2.555
H: -2.090 4.059 -1.749
H: -1.404 2.152 1.808
H: -1.763 0.821 0.671
C: -3.039 -9.759 -3.529
C: -3.878 -10.661 -4.440
C: -5.307 -10.109 -4.442
S: -5.165 -8.349 -4.127
O: -5.774 -8.060 -2.853
O: -5.510 -7.621 -5.322
C: -3.390 -8.329 -3.925
H: -1.971 -9.953 -3.639
H: -3.309 -9.935 -2.485
H: -3.471 -10.634 -5.455
H: -3.858 -11.700 -4.109
H: -5.799 -10.263 -5.401
H: -5.906 -10.546 -3.644
H: -3.112 -7.593 -3.172
H: -2.949 -8.067 -4.887
C: -2.685 7.469 2.441
C: -2.100 6.126 2.892
C: -0.592 6.168 2.624
S: -0.115 7.895 2.723
O: 0.323 8.325 1.418
O: 0.684 8.101 3.906
C: -1.757 8.537 3.011
H: -3.709 7.602 2.790
H: -2.689 7.522 1.349
H: -2.281 5.992 3.962
H: -2.567 5.288 2.373
H: -0.034 5.599 3.365
H: -0.353 5.809 1.623
H: -1.866 9.505 2.526
H: -1.890 8.640 4.089

multiplicity	1
net charge	0
E_LUMO	0.172	eV
HOMO	-9.48	eV
Kohn-Sham gap	9.65	eV

Here are the Mulliken charges for atoms 1 to 5, given in e: -0.75 0.53 -0.25 0.45 -0.02

# 7
A cluster of 2 separate species, C9H11N7O5 in total in a non-equilibrium geometry, computed with ωB97M-V with the def2-TZVPD basis set.

Cartesian coordinates (Å):
O: 2.410 -1.330 2.784
N: 1.675 -0.569 2.114
O: 1.056 0.388 2.666
C: 1.645 -0.670 0.671
C: 2.523 -1.620 0.061
C: 2.705 -1.643 -1.324
N: 3.429 -2.710 -2.010
O: 3.436 -2.790 -3.246
O: 4.009 -3.536 -1.260
C: 2.075 -0.596 -2.071
N: 2.111 -0.193 -3.356
N: 1.328 0.914 -3.443
N: 0.816 1.241 -2.284
N: 1.226 0.300 -1.394
C: 0.926 0.338 -0.038
H: 3.109 -2.308 0.659
H: 0.956 1.395 0.355
C: -1.573 2.050 0.470
C: -3.085 2.185 0.650
O: -3.783 1.030 0.165
C: -3.399 -0.145 0.893
C: -1.916 -0.475 0.697
N: -0.994 0.683 0.649
H: -1.309 2.394 -0.554
H: -1.036 2.676 1.195
H: -3.376 2.365 1.702
H: -3.439 3.000 0.018
H: -4.002 -0.936 0.447
H: -3.669 -0.006 1.959
H: -1.798 -1.035 -0.255
H: -1.540 -1.101 1.517
H: -0.516 0.705 1.565

energy above the lowest of the compared OMol25 structures with the same formula, charge and spin	106.4	kJ/mol
multiplicity	1
structure (SMILES)	O=[N+]([O-])c1cc([N+](=O)[O-])c2nnnn2c1.C1COCCN1
net charge	0
E_LUMO	-1.597	eV
HOMO	-9.25	eV
Kohn-Sham gap	7.65	eV

Here are the Mulliken charges for atoms 1 to 5, given in e: -0.61 1.03 -0.67 -0.38 -0.21

# 8
A cluster of 3 separate species, C26H60N9O5P2 in total in a non-equilibrium geometry, computed with ωB97M-V with the def2-TZVPD basis set.

Cartesian coordinates (Å):
C: -0.573 1.804 1.864
C: -0.203 0.927 0.651
C: -1.425 0.624 -0.200
N: -2.011 1.853 -0.821
C: -3.326 2.083 -0.427
C: -4.294 1.206 -0.864
N: -5.581 1.369 -0.530
C: -6.023 2.365 0.259
N: -7.401 2.447 0.543
C: -7.760 1.460 1.612
C: -8.326 0.133 1.060
C: -5.092 3.267 0.756
C: -5.613 4.347 1.670
O: -5.691 3.760 2.947
C: -6.290 4.622 3.926
C: -7.449 3.875 4.569
C: -3.747 3.144 0.409
C: -2.738 4.139 0.899
O: -1.975 4.641 0.112
O: -2.747 4.436 2.197
H: -0.108 1.479 2.789
H: -0.362 2.858 1.685
H: -1.658 1.754 2.001
H: 0.165 -0.022 1.042
H: 0.624 1.335 0.071
H: -2.148 0.106 0.434
H: -1.120 -0.089 -0.966
H: -1.473 2.664 -0.541
H: -4.062 0.355 -1.487
H: -6.260 0.701 -0.871
H: -7.864 2.163 -0.315
H: -8.470 1.889 2.312
H: -6.848 1.243 2.163
H: -9.230 -0.157 1.589
H: -7.612 -0.666 1.267
H: -8.523 0.165 -0.012
H: -4.937 5.204 1.664
H: -6.587 4.701 1.324
H: -5.538 4.760 4.705
H: -6.595 5.581 3.510
H: -7.079 2.873 4.790
H: -8.255 3.736 3.849
H: -7.791 4.354 5.482
H: -2.394 5.333 2.306
O: 0.121 -2.296 -1.184
P: 0.229 -3.624 -0.450
N: 1.914 -3.897 -0.718
C: 2.432 -4.072 -2.066
C: 2.717 -2.911 0.005
N: -0.838 -4.517 -1.491
C: -0.389 -5.487 -2.463
C: -2.000 -3.791 -1.979
N: 0.171 -4.868 0.699
C: 1.223 -5.817 1.033
C: -1.116 -5.151 1.323
H: 3.522 -4.075 -2.035
H: 2.112 -3.284 -2.759
H: 2.149 -5.041 -2.475
H: 2.351 -2.803 1.034
H: 2.687 -1.925 -0.470
H: 3.756 -3.235 0.066
H: 0.073 -5.016 -3.340
H: -1.238 -6.081 -2.813
H: 0.314 -6.197 -2.026
H: -1.771 -3.167 -2.854
H: -2.404 -3.140 -1.203
H: -2.789 -4.498 -2.252
H: 1.486 -6.435 0.174
H: 0.877 -6.475 1.832
H: 2.124 -5.332 1.401
H: -1.556 -6.060 0.904
H: -1.817 -4.332 1.161
H: -1.014 -5.273 2.404
O: 5.232 -0.971 -1.316
P: 6.012 0.256 -1.671
N: 7.645 -0.246 -1.458
C: 8.148 -0.542 -0.126
C: 7.983 -1.327 -2.382
N: 5.409 1.322 -0.440
C: 6.213 1.835 0.646
C: 4.041 1.076 -0.008
N: 6.418 1.536 -2.680
C: 7.754 2.012 -3.003
C: 5.334 2.380 -3.165
H: 9.142 -0.984 -0.205
H: 7.507 -1.235 0.434
H: 8.281 0.367 0.457
H: 7.635 -1.090 -3.392
H: 7.533 -2.282 -2.088
H: 9.067 -1.446 -2.436
H: 6.423 1.074 1.409
H: 5.691 2.662 1.135
H: 7.156 2.249 0.284
H: 3.971 0.275 0.742
H: 3.410 0.795 -0.850
H: 3.622 1.992 0.421
H: 8.279 2.365 -2.115
H: 7.681 2.843 -3.706
H: 8.363 1.252 -3.488
H: 5.313 3.332 -2.627
H: 4.368 1.894 -3.024
H: 5.437 2.580 -4.234

energy above the lowest of the compared OMol25 structures with the same formula, charge and spin	0.0	kJ/mol
multiplicity	1
net charge	+1
E_LUMO	-4.069	eV
HOMO	-9.51	eV
Kohn-Sham gap	5.44	eV

Here are the Mulliken charges for atoms 1 to 5, given in e: -0.88 -0.26 -0.78 -0.25 -0.80

# 9
A structure of composition C18H28BF4N6ORuS2Si, computed with ωB97M-V with the def2-TZVPD basis set.

Cartesian coordinates (Å):
Ru: -1.259 0.152 -0.091
C: -3.951 1.079 1.049
C: -2.855 1.627 1.948
N: -1.578 1.803 1.209
C: -1.401 3.074 0.472
C: -2.208 3.107 -0.812
S: -1.946 1.562 -1.764
C: -3.660 0.987 -2.046
C: -4.059 -0.146 -1.098
N: -3.420 -0.020 0.221
H: -4.351 1.850 0.391
H: -4.778 0.720 1.665
H: -2.659 0.906 2.742
H: -3.161 2.570 2.412
H: -0.829 1.753 1.893
H: -0.340 3.136 0.229
H: -1.664 3.932 1.100
H: -1.878 3.933 -1.439
H: -3.273 3.233 -0.630
H: -3.691 0.638 -3.077
H: -4.304 1.863 -1.974
H: -3.724 -1.092 -1.516
H: -5.150 -0.171 -1.006
H: -3.534 -0.894 0.737
C: 5.400 -1.453 -0.185
Si: 4.405 0.110 -0.443
C: 5.404 1.603 0.092
C: 3.923 0.259 -2.237
C: 2.919 0.002 0.735
C: 3.162 -0.297 2.072
C: 2.134 -0.457 2.998
C: 0.835 -0.327 2.560
N: 0.570 -0.008 1.288
C: 1.568 0.154 0.400
S: 0.847 0.514 -1.142
H: 6.303 -1.433 -0.800
H: 4.820 -2.331 -0.474
H: 5.710 -1.580 0.854
H: 6.313 1.695 -0.508
H: 5.702 1.531 1.140
H: 4.827 2.522 -0.030
H: 4.837 0.245 -2.837
H: 3.395 1.188 -2.455
H: 3.295 -0.571 -2.566
H: 4.185 -0.427 2.411
H: 2.338 -0.705 4.030
H: -0.017 -0.489 3.209
F: -1.556 -1.522 1.731
B: -2.439 -1.925 2.830
F: -2.195 -3.234 3.129
F: -3.758 -1.712 2.375
F: -2.158 -1.050 3.884
N: -0.059 -3.040 -0.652
C: -0.548 -2.300 -1.667
O: -1.453 -1.416 -1.414
C: -0.129 -2.483 -2.988
C: 0.867 -3.437 -3.294
N: 1.688 -4.235 -3.444
C: -0.688 -1.623 -3.965
N: -1.187 -0.923 -4.734
H: -0.303 -2.788 0.294
H: 0.719 -3.658 -0.812

energy above the lowest of the compared OMol25 structures with the same formula, charge and spin	74.8	kJ/mol
multiplicity	2
net charge	0
E_LUMO (spin up / spin down)	-0.478 / -1.080	eV
HOMO (spin up / spin down)	-7.78 / -7.77	eV
Kohn-Sham gap (spin up / spin down)	7.30 / 6.69	eV

Here are the Mulliken charges for atoms 1 to 5, given in e: 0.68 -0.86 -0.77 -0.07 -0.98

# 10
A structure of composition CF4NO2S2Sm in a non-equilibrium geometry, computed with ωB97M-V with the def2-TZVPD basis set.

Cartesian coordinates (Å):
Sm: -0.997 -3.548 1.025
F: 2.715 -0.968 1.165
N: 0.863 0.728 0.387
S: 1.865 0.508 1.664
O: 2.844 1.604 1.628
S: -0.637 0.168 0.390
O: -0.599 -1.355 0.048
C: -1.371 0.638 -1.297
F: -2.673 0.417 -1.207
F: -1.123 1.913 -1.529
F: -0.885 -0.103 -2.275

multiplicity	6
net charge	+2
E_LUMO (spin up / spin down)	-9.752 / -11.438	eV
HOMO (spin up / spin down)	-18.22 / -17.34	eV
Kohn-Sham gap (spin up / spin down)	8.47 / 5.91	eV

Here are the Mulliken charges for atoms 1 to 5, given in e: 1.84 -0.28 -0.08 0.78 -0.32

# 11
A structure of composition C18H15BrFNO3S in a non-equilibrium geometry, computed with ωB97M-V with the def2-TZVPD basis set.

Cartesian coordinates (Å):
O: 1.444 1.435 2.317
C: 1.461 0.247 2.318
O: 0.885 -0.693 1.394
C: 0.464 -0.185 0.313
C: 1.262 0.827 -0.491
C: 0.499 1.190 -1.534
C: -0.746 0.671 -1.870
C: -1.223 -0.540 -1.314
C: -0.663 -0.901 -0.072
Br: -1.529 -2.080 1.001
H: -2.324 -1.120 -1.581
C: -1.217 0.705 -3.342
N: -1.473 2.233 -3.671
C: -1.934 2.555 -4.990
H: -2.637 3.180 -5.047
C: -0.651 3.469 -5.243
H: 0.140 2.976 -5.930
O: 0.110 3.880 -4.146
C: -0.749 4.252 -3.356
H: -0.150 4.700 -2.361
C: -1.550 3.158 -2.675
H: -2.793 3.541 -2.402
H: -1.402 2.779 -1.690
H: -1.439 5.177 -3.480
H: -0.797 4.050 -6.101
H: -2.020 1.758 -5.720
S: -1.268 -0.194 -4.462
H: 0.878 1.725 -2.313
H: 1.937 1.239 0.026
C: 1.971 -0.457 3.656
C: 2.146 0.091 4.772
C: 2.753 -0.453 5.947
C: 2.900 -1.768 5.947
C: 2.911 -2.413 4.840
C: 2.395 -1.843 3.701
F: 2.109 -2.758 2.496
H: 3.185 -3.617 4.674
H: 3.090 -2.133 6.995
H: 2.712 0.137 6.896
H: 1.815 1.141 4.927

multiplicity	1
net charge	0
E_LUMO	-0.092	eV
HOMO	-7.92	eV
Kohn-Sham gap	7.83	eV

Here are the Mulliken charges for atoms 1 to 5, given in e: -0.48 0.40 -0.17 0.48 -1.36